Entry 1:
{"formula": "C35H45ClF3KN2OPS2SbSe2", "method": "the ωB97M-V functional and the def2-TZVPD basis", "total_charge": -2, "gap_ev": 4.78, "max_force_ev_per_a": 1.96, "relative_energy_kj_mol": 117.3, "elements": ["K", "F", "C", "F", "F", "C", "C", "C", "C", "N", "C", "S", "H", "H", "H", "Se", "P", "Se", "C", "C", "C", "C", "C", "C", "C", "C", "C", "C", "C", "C", "H", "H", "H", "H", "H", "H", "H", "H", "H", "H", "C", "C", "Sb", "C", "C", "C", "C", "H", "H", "H", "H", "H", "H", "H", "H", "H", "H", "H", "H", "H", "H", "H", "O", "S", "C", "C", "C", "C", "H", "H", "H", "H", "H", "H", "H", "H", "N", "H", "H", "H", "Cl", "C", "C", "C", "C", "C", "C", "C", "H", "H", "H", "H", "H", "H"], "positions_angstrom": [[0.429, 0.361, 0.071], [-2.954, 5.974, 3.813], [-2.913, 5.456, 2.547], [-4.110, 4.872, 2.371], [-2.859, 6.533, 1.735], [-1.744, 4.520, 2.384], [-0.929, 4.314, 3.478], [0.178, 3.485, 3.371], [0.391, 2.905, 2.132], [-0.386, 3.074, 1.072], [-1.481, 3.868, 1.145], [-2.453, 4.078, -0.270], [-1.158, 4.800, 4.418], [0.836, 3.272, 4.202], [1.247, 2.249, 1.987], [-1.982, -0.544, 2.079], [-0.421, -1.566, 3.139], [1.586, -1.543, 2.346], [-0.415, -0.928, 4.865], [-1.533, -1.122, 5.675], [-1.566, -0.617, 6.963], [-0.484, 0.107, 7.457], [0.624, 0.313, 6.652], [0.661, -0.208, 5.363], [-0.898, -3.311, 3.463], [-0.124, -4.075, 4.336], [-0.454, -5.391, 4.603], [-1.559, -5.970, 3.984], [-2.323, -5.220, 3.106], [-1.997, -3.891, 2.850], [-2.391, -1.660, 5.288], [-2.441, -0.777, 7.581], [-0.513, 0.509, 8.462], [1.467, 0.884, 7.024], [1.525, -0.067, 4.724], [0.751, -3.632, 4.799], [0.154, -5.970, 5.288], [-1.816, -7.003, 4.185], [-3.179, -5.663, 2.611], [-2.594, -3.287, 2.176], [-2.408, -1.568, -5.017], [-1.467, -0.661, -4.236], [-2.087, 0.061, -2.303], [-3.418, 1.631, -2.925], [-4.008, 1.566, -4.327], [-3.589, -1.441, -1.851], [-4.959, -1.360, -2.507], [-1.935, -1.939, -5.932], [-3.327, -1.056, -5.308], [-2.706, -2.442, -4.433], [-1.205, 0.224, -4.823], [-0.518, -1.162, -4.034], [-2.840, 2.544, -2.782], [-4.202, 1.673, -2.165], [-3.233, 1.483, -5.092], [-4.590, 2.465, -4.557], [-4.672, 0.709, -4.454], [-3.678, -1.391, -0.763], [-3.116, -2.407, -2.057], [-5.438, -0.396, -2.321], [-5.638, -2.132, -2.128], [-4.904, -1.483, -3.590], [2.587, 1.137, -0.058], [3.401, 1.544, -1.278], [4.713, 0.312, -1.441], [6.024, 0.940, -0.966], [5.643, 1.981, 0.085], [4.518, 2.773, -0.573], [4.703, -0.086, -2.454], [4.361, -0.480, -0.778], [6.518, 1.444, -1.803], [6.712, 0.178, -0.599], [6.487, 2.603, 0.388], [5.249, 1.490, 0.978], [4.894, 3.400, -1.386], [3.904, 3.373, 0.095], [-0.009, 2.911, -2.497], [0.878, 2.820, -2.011], [-0.671, 3.311, -1.825], [0.148, 3.605, -3.220], [2.955, -3.148, -1.495], [3.120, -2.524, -3.131], [3.885, -3.237, -4.024], [4.073, -2.793, -5.333], [3.439, -1.598, -5.693], [2.668, -0.887, -4.804], [2.455, -1.294, -3.440], [1.772, -0.502, -2.528], [4.345, -4.157, -3.681], [4.677, -3.356, -6.031], [3.549, -1.215, -6.704], [2.187, 0.030, -5.130], [1.171, 0.308, -2.936], [1.410, -0.929, -1.600]], "lowdin_charge": [0.268, 0.071, -0.599, 0.108, 0.095, -0.153, -0.037, -0.079, -0.185, 0.013, -0.737, 0.524, 0.108, 0.087, 0.083, 0.210, 0.048, 0.206, -0.403, -0.103, -0.098, -0.112, -0.099, -0.117, -0.406, -0.107, -0.099, -0.113, -0.097, -0.110, 0.104, 0.093, 0.089, 0.094, 0.049, 0.100, 0.092, 0.089, 0.094, 0.050, -0.201, -0.445, 1.415, -0.460, -0.201, -0.450, -0.207, 0.060, 0.040, 0.052, 0.044, 0.020, -0.013, 0.039, 0.052, 0.059, 0.039, 0.011, 0.039, 0.054, 0.056, 0.040, -0.712, 0.926, -0.302, -0.234, -0.247, -0.333, 0.086, 0.090, 0.105, 0.107, 0.102, 0.114, 0.086, 0.089, 0.028, -0.024, -0.090, 0.005, 0.631, -0.623, -0.177, -0.171, -0.159, -0.085, -0.397, -0.189, 0.083, 0.064, 0.081, 0.096, 0.021, -0.035]}

Entry 2:
{"formula": "C3H3CuLi2O3", "method": "the ωB97M-V functional and the def2-TZVPD basis", "total_charge": 1, "gap_ev": [6.08, 5.97], "max_force_ev_per_a": 6.45, "s2": 0.7946, "spin_multiplicity": 2, "elements": ["O", "Li", "C", "O", "C", "H", "H", "Cu", "C", "O", "Li", "H"], "positions_angstrom": [[-1.689, 0.016, -1.076], [-1.143, 1.724, -1.554], [-1.051, -0.402, -0.085], [-1.688, -1.409, 0.544], [-0.874, -2.080, 1.576], [-0.769, -3.127, 1.254], [-1.495, -2.078, 2.486], [0.629, -0.692, 1.332], [0.921, 1.743, 1.209], [1.475, 0.864, 0.456], [-1.128, 0.469, 2.043], [-0.162, 1.902, 1.409]], "lowdin_charge": [-0.153, 0.827, -0.504, -0.190, -0.173, 0.064, 0.037, 0.441, 0.053, -0.105, 0.687, 0.017]}

Entry 3:
{"formula": "C4H9N2O8P", "method": "the ωB97M-V functional and the def2-TZVPD basis", "total_charge": 0, "gap_ev": 11.25, "max_force_ev_per_a": 4.75, "smiles": "COP(=O)(OC)[C@H](C[N+](=O)[O-])O[N+](=O)[O-]", "elements": ["C", "O", "P", "O", "O", "C", "C", "C", "N", "O", "O", "O", "N", "O", "O", "H", "H", "H", "H", "H", "H", "H", "H", "H"], "positions_angstrom": [[2.457, 1.511, -0.568], [1.285, 0.771, -0.840], [0.657, -0.045, 0.388], [0.765, 0.626, 1.718], [1.465, -1.418, 0.254], [1.664, -2.336, 1.349], [-1.090, -0.170, -0.365], [-1.178, 0.850, -1.592], [-2.657, 0.922, -1.962], [-3.308, 1.840, -1.579], [-3.083, 0.009, -2.709], [-2.079, 0.267, 0.591], [-1.928, -0.337, 1.858], [-1.139, -1.195, 1.967], [-2.757, 0.048, 2.625], [2.690, 1.301, 0.519], [2.375, 2.529, -1.013], [3.250, 1.075, -1.299], [0.736, -2.663, 1.803], [2.129, -1.738, 2.199], [2.328, -3.102, 0.831], [-1.317, -1.141, -0.668], [-0.676, 1.794, -1.095], [-0.592, 0.602, -2.412]], "lowdin_charge": [-0.100, -0.311, 0.571, -0.246, -0.246, -0.078, -0.219, -0.011, -0.387, 0.119, 0.051, 0.013, -0.408, 0.095, 0.168, 0.099, 0.098, 0.115, 0.063, 0.109, 0.118, 0.113, 0.172, 0.103]}

Entry 4:
{"formula": "C31H50N3OOsP2", "method": "the ωB97M-V functional and the def2-TZVPD basis", "total_charge": 3, "gap_ev": [5.87, 5.39], "max_force_ev_per_a": 5.94, "s2": 6.0593, "spin_multiplicity": 5, "elements": ["C", "C", "C", "C", "C", "H", "H", "H", "N", "P", "P", "C", "H", "H", "C", "O", "C", "H", "C", "C", "C", "C", "C", "H", "H", "H", "C", "H", "H", "H", "C", "H", "H", "H", "C", "H", "H", "H", "C", "H", "H", "H", "C", "H", "H", "H", "C", "H", "H", "H", "C", "H", "H", "H", "C", "H", "H", "H", "C", "H", "H", "H", "C", "H", "H", "H", "C", "H", "H", "H", "Os", "N", "C", "C", "C", "C", "C", "H", "C", "H", "C", "H", "H", "H", "N", "H", "H", "H"], "positions_angstrom": [[-1.491, -1.526, -2.322], [0.559, -2.461, -1.676], [-1.650, -2.479, -3.324], [0.324, -3.571, -2.532], [-0.771, -3.565, -3.364], [-2.471, -2.348, -4.022], [1.076, -4.360, -2.538], [-0.957, -4.379, -4.061], [-0.502, -1.630, -1.413], [-2.443, 0.071, -0.364], [2.248, -0.645, -0.246], [-2.455, -0.367, -2.168], [-2.142, 0.499, -2.776], [-3.458, -0.637, -2.525], [0.309, 1.419, 1.155], [0.616, 2.339, 1.822], [1.805, -2.113, -1.139], [2.574, -2.900, -1.206], [3.513, 0.033, -1.575], [3.323, -1.115, 1.316], [-3.248, 1.776, -0.294], [-3.635, -1.321, 0.230], [3.560, 1.555, -1.424], [3.961, 1.860, -0.449], [4.229, 1.954, -2.201], [2.577, 2.017, -1.557], [4.937, -0.528, -1.449], [5.442, -0.278, -0.514], [4.963, -1.613, -1.608], [5.538, -0.083, -2.257], [3.098, -0.369, -3.000], [3.709, 0.207, -3.712], [3.277, -1.436, -3.187], [2.052, -0.157, -3.222], [4.116, 0.131, 1.756], [3.443, 0.983, 1.936], [4.622, -0.095, 2.706], [4.885, 0.446, 1.046], [2.469, -1.549, 2.512], [1.862, -0.727, 2.915], [1.837, -2.416, 2.275], [3.147, -1.862, 3.322], [4.222, -2.319, 1.015], [4.979, -2.142, 0.251], [4.763, -2.578, 1.938], [3.624, -3.190, 0.720], [-4.070, -0.971, 1.661], [-4.523, -1.865, 2.115], [-3.233, -0.667, 2.307], [-4.829, -0.178, 1.676], [-2.937, -2.699, 0.213], [-2.722, -3.033, -0.809], [-2.006, -2.724, 0.786], [-3.621, -3.430, 0.670], [-4.881, -1.516, -0.653], [-5.524, -2.257, -0.152], [-5.477, -0.611, -0.790], [-4.638, -1.931, -1.639], [-2.469, 2.737, -1.208], [-2.516, 2.443, -2.265], [-2.920, 3.737, -1.114], [-1.416, 2.813, -0.903], [-3.157, 2.289, 1.152], [-2.114, 2.433, 1.463], [-3.663, 3.263, 1.197], [-3.643, 1.617, 1.867], [-4.714, 1.743, -0.743], [-4.843, 1.302, -1.739], [-5.366, 1.234, -0.023], [-5.067, 2.784, -0.805], [-0.106, -0.023, 0.084], [0.188, 0.806, -1.553], [0.470, 1.140, -2.644], [0.572, 2.013, -3.760], [0.391, 3.398, -3.535], [0.880, 1.546, -5.058], [0.484, 4.297, -4.594], [0.198, 3.746, -2.518], [1.000, 2.457, -6.109], [1.038, 0.476, -5.217], [0.794, 3.823, -5.873], [0.325, 5.361, -4.411], [1.259, 2.094, -7.107], [0.893, 4.534, -6.693], [-0.516, -1.239, 1.812], [-1.514, -1.335, 2.028], [-0.082, -0.818, 2.632], [-0.112, -2.175, 1.710]], "lowdin_charge": [-0.329, -0.315, 0.025, 0.040, 0.007, 0.140, 0.141, 0.141, -0.049, 1.047, 1.060, -0.221, 0.088, 0.095, -0.376, 0.126, -0.172, 0.108, -0.604, -0.634, -0.671, -0.626, -0.071, 0.086, 0.109, 0.059, -0.074, 0.073, 0.092, 0.117, -0.083, 0.115, 0.098, 0.032, -0.065, 0.086, 0.115, 0.065, -0.100, 0.072, 0.079, 0.116, -0.073, 0.061, 0.115, 0.087, -0.077, 0.111, 0.070, 0.090, -0.073, 0.079, 0.051, 0.117, -0.062, 0.119, 0.070, 0.086, -0.090, 0.079, 0.114, 0.056, -0.069, 0.061, 0.114, 0.072, -0.066, 0.092, 0.082, 0.111, 1.199, -0.122, -0.126, -0.203, 0.034, 0.037, 0.025, 0.135, 0.061, 0.136, -0.026, 0.145, 0.153, 0.131, -0.031, 0.041, 0.066, 0.076]}

Entry 5:
{"formula": "C6H10N2O3S", "method": "the ωB97M-V functional and the def2-TZVPD basis", "total_charge": 0, "gap_ev": 8.81, "max_force_ev_per_a": 5.04, "smiles": "C=C(S)C(=O)C[C@H](CN)[N+](=O)[O-]", "relative_energy_kj_mol": 445.9, "elements": ["C", "C", "S", "C", "O", "C", "C", "C", "N", "N", "O", "O", "H", "H", "H", "H", "H", "H", "H", "H", "H", "H"], "positions_angstrom": [[-3.157, -1.126, 1.024], [-3.068, -0.108, 0.197], [-4.273, 1.154, -0.075], [-1.407, 0.361, -0.527], [-1.470, 1.060, -1.503], [-0.277, -0.037, 0.281], [1.112, 0.109, -0.341], [2.164, -0.786, 0.262], [3.553, -0.727, -0.223], [1.585, 1.550, -0.378], [2.606, 1.660, -1.093], [1.049, 2.467, 0.259], [-4.086, -1.592, 1.466], [-2.274, -1.800, 0.980], [-3.977, 1.503, -1.333], [-0.358, -1.030, 0.776], [-0.376, 0.641, 1.158], [1.126, -0.026, -1.461], [1.752, -1.846, 0.324], [2.196, -0.510, 1.382], [3.780, -1.076, -1.115], [3.799, 0.160, -0.061]], "lowdin_charge": [-0.079, -0.594, 0.763, -0.306, 0.086, -0.108, -0.230, -0.219, 0.047, -0.312, 0.041, 0.088, 0.084, 0.055, -0.136, 0.125, 0.161, 0.178, 0.140, 0.150, 0.066, -0.001]}

Entry 6:
{"formula": "C41H59Cl2GeN2O6Ti", "method": "the ωB97M-V functional and the def2-TZVPD basis", "total_charge": -1, "gap_ev": [6.08, 6.90], "max_force_ev_per_a": 0.65, "s2": 2.0452, "relative_energy_kj_mol": 175.9, "spin_multiplicity": 3, "elements": ["Ti", "C", "C", "C", "C", "C", "C", "C", "C", "C", "C", "C", "C", "N", "C", "C", "N", "C", "C", "C", "C", "C", "C", "C", "C", "C", "C", "C", "C", "H", "H", "H", "H", "H", "H", "H", "H", "H", "H", "H", "H", "H", "H", "H", "H", "H", "H", "H", "H", "H", "H", "H", "H", "H", "H", "H", "H", "H", "H", "H", "H", "H", "H", "H", "H", "Cl", "C", "C", "C", "C", "O", "C", "C", "O", "C", "H", "H", "H", "H", "O", "Cl", "O", "O", "O", "C", "C", "C", "C", "Ge", "C", "C", "C", "C", "H", "H", "H", "H", "H", "H", "H", "H", "H", "H", "H", "H", "H", "H", "H", "H", "H", "H", "H"], "positions_angstrom": [[0.181, 0.899, -0.656], [2.623, 0.505, 4.115], [1.328, 1.315, 4.117], [1.423, 2.628, 3.339], [0.031, 0.556, 3.824], [-0.655, 0.171, 4.976], [-1.963, -0.252, 4.948], [-2.649, -0.174, 3.751], [-2.018, 0.188, 2.568], [-2.893, 0.512, 1.381], [-4.237, -0.209, 1.351], [-3.155, 2.023, 1.441], [-0.617, 0.406, 2.570], [0.136, 0.415, 1.347], [1.217, -0.389, 1.335], [2.204, -0.426, 0.325], [2.210, 0.334, -0.768], [3.368, 0.239, -1.602], [4.665, 0.090, -1.044], [5.694, -0.377, -1.855], [5.519, -0.617, -3.199], [4.315, -0.257, -3.768], [3.246, 0.209, -3.013], [2.070, 0.686, -3.852], [1.402, 1.946, -3.321], [1.070, -0.423, -4.179], [5.153, 0.540, 0.334], [4.386, 1.700, 0.956], [5.422, -0.603, 1.318], [3.410, 1.074, 4.617], [2.975, 0.286, 3.114], [2.496, -0.441, 4.647], [1.193, 1.611, 5.162], [1.447, 2.488, 2.265], [2.325, 3.171, 3.632], [0.560, 3.261, 3.561], [-0.140, 0.254, 5.927], [-2.466, -0.560, 5.856], [-3.709, -0.388, 3.736], [-2.366, 0.276, 0.454], [-4.891, 0.129, 2.158], [-4.131, -1.292, 1.425], [-4.744, 0.020, 0.414], [-3.668, 2.262, 2.377], [-3.782, 2.343, 0.609], [-2.229, 2.597, 1.411], [1.317, -1.105, 2.142], [2.977, -1.180, 0.428], [6.669, -0.529, -1.405], [6.323, -1.014, -3.804], [4.186, -0.327, -4.842], [2.538, 0.981, -4.796], [0.657, 1.690, -2.576], [0.840, 2.457, -4.104], [2.112, 2.639, -2.872], [1.585, -1.301, -4.572], [0.349, -0.077, -4.925], [0.523, -0.733, -3.291], [6.142, 0.949, 0.101], [3.459, 1.388, 1.419], [4.136, 2.456, 0.209], [5.001, 2.168, 1.730], [4.513, -0.983, 1.775], [6.073, -0.255, 2.125], [5.907, -1.441, 0.817], [-0.569, 8.182, -1.282], [-0.146, 6.515, -0.952], [1.025, 6.243, -0.247], [1.361, 4.921, 0.011], [0.549, 3.874, -0.415], [0.879, 2.617, -0.173], [-0.649, 4.159, -1.136], [-1.491, 3.127, -1.581], [-1.283, 1.837, -1.378], [-0.972, 5.512, -1.393], [1.657, 7.054, 0.086], [2.264, 4.675, 0.555], [-2.399, 3.374, -2.127], [-1.877, 5.753, -1.937], [2.258, -4.155, -2.513], [2.462, -2.999, -1.625], [3.778, -3.114, -0.965], [-0.385, -0.657, -1.270], [1.433, -3.077, -0.539], [-3.790, -4.155, 2.212], [-3.262, -4.466, 0.815], [-1.739, -4.345, 0.734], [-1.250, -2.893, 0.646], [-1.222, -2.265, -1.203], [-3.010, -1.800, -1.909], [-3.525, -2.829, -2.915], [-4.859, -2.456, -3.560], [-6.018, -2.415, -2.570], [-4.881, -4.161, 2.247], [-3.449, -3.179, 2.563], [-3.427, -4.896, 2.928], [-3.723, -3.795, 0.083], [-3.569, -5.479, 0.539], [-1.360, -4.909, -0.124], [-1.306, -4.828, 1.616], [-0.218, -2.823, 0.985], [-1.854, -2.227, 1.268], [-0.654, -3.260, -2.218], [-2.922, -0.816, -2.383], [-3.713, -1.692, -1.084], [-3.634, -3.805, -2.424], [-2.775, -2.977, -3.698], [-5.090, -3.174, -4.353], [-4.758, -1.479, -4.045], [-6.138, -3.383, -2.076], [-6.960, -2.173, -3.064], [-5.853, -1.668, -1.792]], "lowdin_charge": [1.044, -0.060, -0.364, -0.050, -0.124, -0.055, -0.079, -0.048, -0.144, -0.368, -0.074, -0.043, -0.125, -0.002, -0.133, -0.171, 0.024, -0.132, -0.132, -0.056, -0.072, -0.049, -0.132, -0.358, -0.040, -0.041, -0.364, -0.059, -0.055, 0.081, 0.033, 0.085, 0.116, 0.047, 0.081, 0.088, 0.111, 0.100, 0.101, 0.099, 0.076, 0.062, 0.078, 0.088, 0.082, 0.081, 0.141, 0.101, 0.116, 0.102, 0.114, 0.124, 0.015, 0.098, 0.102, 0.086, 0.083, 0.044, 0.125, 0.036, 0.087, 0.084, 0.060, 0.078, 0.082, 0.608, -0.684, -0.122, -0.013, -0.320, -0.202, -0.157, -0.165, -0.226, -0.073, 0.095, 0.112, 0.120, 0.107, -0.501, 0.786, -0.486, -0.501, -0.549, -0.115, -0.269, -0.268, -0.272, 0.878, -0.299, -0.309, -0.277, -0.118, 0.068, 0.049, 0.072, 0.083, 0.102, 0.099, 0.108, 0.043, 0.051, 0.026, 0.075, 0.032, 0.100, 0.095, 0.099, 0.104, 0.072, 0.063, 0.056]}